Computed, not measured: a molecular structure, C30H28BCoF6N10O4S10 at a distorted geometry, with ωB97M-V/def2-TZVPD.

The value obtained for the orbital gap (alpha / beta) is 0.205 / 0.206 Ha. As for the highest occupied orbital energy (alpha / beta): -4.277 / -4.277 eV. The energy relative to the best compared isomer or geometry (same formula, charge and spin) comes out at 1.1758 eV.

ORCA input file:
```
! RIJCOSX wB97M-V def2-TZVPD def2/J DEFGRID3
* xyz -1 2
Co -0.45 0.50 -0.26
F -0.52 2.21 4.65
C -1.53 1.55 4.09
F -2.64 1.84 4.78
F -1.30 0.25 4.28
S -1.83 2.18 2.33
O -0.76 1.78 1.46
O -1.93 3.57 2.62
N -3.23 1.53 2.04
S -3.62 0.79 0.72
O -4.57 1.51 -0.07
O -2.56 0.13 0.02
C -4.64 -0.60 1.48
F -4.04 -1.12 2.54
F -5.83 -0.14 1.86
F -4.86 -1.59 0.61
C -2.86 4.51 0.10
N -1.42 4.54 0.11
C -0.65 5.43 0.81
C 0.64 5.16 0.49
N 0.67 4.12 -0.40
B 1.87 3.74 -1.29
N 2.91 2.88 -0.51
C 4.13 3.35 -0.13
C 4.94 2.30 0.16
N 4.19 1.17 -0.02
C 4.66 -0.19 0.01
C 2.95 1.55 -0.43
S 1.80 0.37 -0.85
C -0.60 3.73 -0.59
S -1.17 2.46 -1.56
H -3.23 4.90 1.05
H -3.20 3.48 -0.01
H -3.24 5.10 -0.73
H -1.07 6.15 1.47
H 1.54 5.64 0.81
H 2.43 4.76 -1.59
H 1.50 3.11 -2.22
H 4.34 4.40 -0.14
H 5.95 2.24 0.49
H 5.64 -0.22 0.47
H 4.72 -0.58 -1.01
H 3.96 -0.81 0.57
N -2.98 -5.00 -3.94
C -3.47 -5.56 -5.09
C -3.94 -6.82 -5.40
C -4.29 -7.05 -6.72
C -4.20 -6.05 -7.69
C -3.74 -4.79 -7.38
C -3.36 -4.54 -6.07
N -2.82 -3.42 -5.51
C -2.60 -3.72 -4.25
C -1.97 -2.81 -3.32
C -1.70 -1.50 -3.74
C -1.04 -0.64 -2.89
N -0.63 -0.99 -1.67
C -0.88 -2.24 -1.27
C -1.56 -3.17 -2.04
H -2.94 -5.44 -3.03
H -4.02 -7.60 -4.66
H -4.64 -8.03 -7.01
H -4.48 -6.28 -8.71
H -3.66 -4.01 -8.13
H -1.98 -1.21 -4.74
H -0.80 0.37 -3.20
H -0.50 -2.52 -0.30
H -1.72 -4.16 -1.64
S -0.60 -1.14 1.77
C 0.82 -1.88 2.26
N 1.24 -1.63 3.56
C 2.30 -2.24 4.10
C 3.00 -3.15 3.34
C 2.56 -3.35 2.02
N 1.51 -2.74 1.51
H 0.70 -0.94 4.08
H 2.56 -2.00 5.12
H 3.86 -3.66 3.75
H 3.06 -4.04 1.36
C 2.98 4.38 3.35
S 3.02 3.53 4.96
C 3.81 2.02 4.53
C 3.38 1.15 3.58
S 1.99 1.25 2.65
S 4.50 -0.25 3.39
C 5.49 0.04 4.79
S 6.58 -1.05 5.35
S 5.19 1.57 5.53
H 2.56 5.36 3.55
H 2.34 3.82 2.67
H 3.99 4.46 2.96
*
```

Here are the Mulliken charges for atoms 1 to 8, given in e:
1 Co 0.89
2 F -0.17
3 C 0.21
4 F -0.22
5 F -0.26
6 S 1.15
7 O 0.28
8 O -0.67